Entry from the OMol25 dataset: one molecule with the formula C17H22ClN3OS (ωB97M-V/def2-TZVPD).

As for the SMILES: CCCOc1ccc(Cc2c(Cl)nc(SC)nc2N(C)C)cc1. The value obtained for the HOMO energy is -8.32 eV. The lowest unoccupied orbital energy is 0.672 eV. The total energy is -47860.9609 eV. The energy above the lowest of the compared OMol25 structures with the same formula, charge and spin is 0.0 kJ/mol. As for the total charge: 0.

Positions of all 45 atoms, in Å:
Cl (0.50, 0.11, -3.71)
N (2.07, -1.75, -2.77)
N (1.88, -2.84, -0.73)
O (1.16, 3.96, 2.31)
S (3.93, -3.64, -2.24)
C (2.49, -2.65, -1.89)
C (1.00, -1.01, -2.48)
C (0.85, -2.08, -0.43)
C (0.73, 3.09, 0.12)
C (-0.02, 1.90, 2.09)
C (0.21, 2.10, -0.72)
C (-0.53, 0.90, 1.25)
C (0.63, 2.99, 1.51)
C (0.33, -1.13, -1.30)
C (-0.38, 0.95, -0.14)
N (0.28, -2.30, 0.80)
C (4.42, -3.01, -3.91)
C (-0.84, -0.22, -0.96)
C (1.10, -2.02, 2.02)
C (-0.57, -3.48, 0.91)
C (-1.51, 5.88, 4.09)
C (0.45, 4.39, 3.46)
C (-0.85, 5.06, 2.98)
H (1.15, 3.99, -0.27)
H (-0.24, 1.85, 3.13)
H (0.30, 2.17, -1.81)
H (-1.02, 0.07, 1.76)
H (5.33, -3.51, -4.30)
H (4.61, -1.94, -3.84)
H (3.62, -3.15, -4.64)
H (-1.33, 0.14, -1.87)
H (-1.61, -0.75, -0.39)
H (2.03, -2.60, 2.06)
H (0.57, -2.19, 2.95)
H (1.44, -0.97, 1.97)
H (-1.38, -3.46, 0.16)
H (-1.01, -3.55, 1.89)
H (0.06, -4.33, 0.75)
H (-2.47, 6.24, 3.73)
H (-1.75, 5.24, 4.93)
H (-0.88, 6.71, 4.45)
H (0.25, 3.59, 4.14)
H (1.05, 5.13, 3.98)
H (-0.67, 5.66, 2.11)
H (-1.55, 4.27, 2.66)

Let us look at the natural (NBO) charges, expressed in e, one per atom: Cl 0.0190; N -0.5046; N -0.4855; O -0.5127; S 0.2541; C 0.2821; C 0.2431; C 0.4360; C -0.2614; C -0.2462; C -0.1890; C -0.2037; C 0.2947; C -0.1311; C -0.0414; N -0.4998; C -0.7325; C -0.4445; C -0.4086; C -0.3938; C -0.6095; C -0.0515; C -0.4227; H 0.2232; H 0.2057; H 0.2228; H 0.2159; H 0.2337; H 0.2308; H 0.2306; H 0.2346; H 0.2331; H 0.1900; H 0.2046; H 0.2106; H 0.1972; H 0.2024; H 0.1856; H 0.2142; H 0.2012; H 0.2041; H 0.1658; H 0.1899; H 0.2102; H 0.2034

***

Entry from the OMol25 dataset: C17H22ClNPtS as an isolated structure (ωB97M-V/def2-TZVPD).

The value obtained for the HOMO energy (spin up / spin down) is -12.40 / -14.44 eV. As for the spin multiplicity: 5. The lowest unoccupied orbital energy (spin up / spin down) is -7.933 / -8.501 eV. The total energy is -46057.3610 eV. As for the total charge: +2.

Positions of all 43 atoms, in Å:
C (0.09, 0.56, -4.21)
C (1.47, 1.04, -4.27)
C (-0.17, -0.90, -4.20)
C (-1.04, 1.48, -4.32)
Cl (0.17, 0.83, -0.87)
H (-0.21, -1.22, -5.27)
H (-1.17, -1.13, -3.75)
H (0.65, -1.47, -3.71)
H (1.70, 1.14, -5.35)
H (2.19, 0.31, -3.85)
H (1.60, 2.03, -3.82)
H (-1.18, 1.65, -5.40)
H (-0.84, 2.46, -3.86)
H (-1.98, 1.04, -3.94)
C (1.40, -1.62, 2.28)
C (0.68, -2.51, 1.45)
C (0.84, -2.15, 0.10)
H (0.19, -3.43, 1.76)
C (1.75, -1.06, 0.03)
C (2.03, -0.63, 1.42)
H (2.83, 0.06, 1.62)
H (1.54, -1.73, 3.34)
H (0.40, -2.63, -0.78)
H (2.22, -0.65, -0.89)
C (-1.97, 0.77, 1.47)
C (-2.07, -0.42, 2.32)
C (-2.18, -1.54, 1.47)
H (-2.18, -0.45, 3.41)
C (-2.16, -1.12, 0.12)
C (-2.16, 0.29, 0.08)
H (-2.35, 0.93, -0.78)
H (-2.12, 1.81, 1.73)
H (-2.34, -2.57, 1.79)
H (-2.20, -1.74, -0.77)
Pt (0.18, 0.50, 1.31)
S (-0.10, 1.95, 5.54)
C (1.57, 1.59, 5.12)
C (1.69, 1.26, 3.80)
N (0.43, 1.15, 3.19)
C (-0.59, 1.57, 3.97)
H (2.40, 1.63, 5.81)
H (2.61, 1.11, 3.24)
H (-1.61, 1.78, 3.64)

Let us look at the natural (NBO) charges, expressed in e, one per atom: C 0.6495; C -0.7668; C -0.7639; C -0.7684; Cl -0.4589; H 0.3276; H 0.2688; H 0.2692; H 0.3279; H 0.2668; H 0.2856; H 0.3285; H 0.2853; H 0.2663; C -0.1525; C -0.1604; C -0.2437; H 0.2432; C -0.1058; C -0.3708; H 0.2539; H 0.2560; H 0.2387; H 0.2508; C -0.4288; C -0.1380; C -0.1974; H 0.2527; C -0.2691; C -0.0679; H 0.2482; H 0.2599; H 0.2509; H 0.2368; Pt 0.9040; S 0.5866; C -0.3909; C -0.0523; N -0.5283; C -0.1677; H 0.2794; H 0.2411; H 0.2540

***

Entry from the OMol25 dataset: C17H22DyN3O2S4 as an isolated structure (ωB97M-V/def2-TZVPD).

The value obtained for the HOMO energy (spin up / spin down) is -15.06 / -15.06 eV. As for the spin multiplicity: 6. The lowest unoccupied orbital energy (spin up / spin down) is -6.648 / -6.815 eV. The total energy is -93959.9141 eV. As for the total charge: +2.

Positions of all 49 atoms, in Å:
Dy (-14.47, -11.79, 2.69)
C (-17.35, -13.72, 1.00)
C (-16.17, -14.42, 0.28)
S (-14.54, -13.61, 0.40)
C (-13.44, -14.85, 1.13)
C (-13.94, -15.55, 2.39)
S (-14.07, -14.43, 3.84)
C (-15.71, -14.66, 4.69)
C (-16.92, -14.69, 3.72)
S (-17.09, -13.18, 2.72)
H (-18.16, -14.45, 1.00)
H (-17.68, -12.84, 0.50)
H (-16.41, -14.47, -0.80)
H (-16.09, -15.47, 0.63)
H (-12.44, -14.37, 1.27)
H (-13.28, -15.61, 0.34)
H (-13.17, -16.26, 2.64)
H (-14.90, -16.02, 2.27)
H (-15.76, -13.85, 5.43)
H (-15.71, -15.56, 5.23)
H (-17.92, -14.87, 4.30)
H (-16.83, -15.53, 3.01)
C (-6.52, -14.07, 0.05)
C (-7.68, -13.52, 0.81)
C (-7.87, -12.16, 0.97)
C (-8.85, -11.68, 1.78)
C (-9.75, -12.56, 2.36)
C (-9.60, -13.94, 2.28)
C (-8.56, -14.39, 1.49)
S (-11.09, -12.04, 3.42)
C (-10.50, -10.52, 4.17)
O (-12.31, -11.69, 2.53)
H (-5.96, -14.75, 0.66)
H (-5.82, -13.26, -0.17)
H (-6.85, -14.43, -0.90)
H (-7.21, -11.42, 0.52)
H (-8.92, -10.59, 1.82)
H (-10.31, -14.66, 2.74)
H (-8.41, -15.52, 1.45)
H (-10.71, -10.61, 5.23)
H (-11.05, -9.69, 3.74)
H (-9.42, -10.50, 3.97)
O (-15.30, -9.78, 3.24)
N (-15.53, -10.47, 4.31)
C (-16.10, -9.91, 5.28)
C (-16.19, -10.79, 6.42)
N (-16.31, -11.49, 7.32)
C (-16.57, -8.56, 5.46)
N (-17.10, -7.54, 5.54)

Let us look at the Löwdin charges, expressed in e, one per atom: Dy 1.4586; C -0.4627; C -0.4577; S 0.8480; C -0.5013; C -0.4513; S 0.8337; C -0.4350; C -0.4719; S 0.8361; H 0.0973; H 0.0746; H 0.1046; H 0.0909; H 0.0791; H 0.1072; H 0.0865; H 0.0627; H 0.0707; H 0.0745; H 0.1380; H 0.0775; C -0.0180; C -0.2322; C -0.0172; C -0.0642; C -0.3999; C -0.0921; C -0.0121; S 1.0125; C -0.1792; O -0.7285; H 0.0912; H 0.0924; H 0.0935; H 0.1380; H 0.1283; H 0.1182; H 0.1519; H 0.0668; H 0.0787; H 0.0684; O -0.2598; N -0.2211; C -0.2674; C -0.1525; N 0.2084; C -0.1049; N 0.2407

***

Entry from the OMol25 dataset: C17H22FeN3O4STe as an isolated structure (ωB97M-V/def2-TZVPD).

The value obtained for the HOMO energy (spin up / spin down) is -5.46 / -8.19 eV. As for the spin multiplicity: 6. The lowest unoccupied orbital energy (spin up / spin down) is -0.119 / -0.181 eV. The total energy is -83158.5657 eV. The energy above the lowest of the compared OMol25 structures with the same formula, charge and spin is 120.1 kJ/mol. As for the total charge: 0.

Positions of all 49 atoms, in Å:
Fe (-0.49, 0.89, 0.62)
N (-0.73, -0.47, 2.34)
C (0.36, -0.56, 3.36)
C (1.18, 0.72, 3.44)
O (1.31, 1.32, 4.48)
N (1.71, 1.16, 2.24)
C (1.85, 2.62, 2.03)
C (0.50, 2.96, 1.37)
O (0.43, 2.87, 0.10)
O (-0.50, 2.97, 2.12)
H (-1.61, -0.27, 2.82)
H (-0.84, -1.39, 1.91)
H (1.00, -1.40, 3.12)
H (-0.06, -0.71, 4.35)
H (2.69, 2.80, 1.38)
H (1.96, 3.11, 3.00)
C (-2.64, 3.92, -0.22)
Te (-2.97, 2.10, 0.81)
C (-4.40, 1.42, -0.62)
H (-3.41, 4.63, 0.06)
H (-2.67, 3.72, -1.29)
H (-1.66, 4.27, 0.06)
H (-3.93, 1.28, -1.59)
H (-5.19, 2.17, -0.69)
H (-4.83, 0.48, -0.28)
N (0.91, -7.06, -1.83)
C (1.02, -6.00, -1.38)
C (1.15, -4.70, -0.84)
C (2.39, -4.26, -0.31)
C (2.51, -3.00, 0.21)
C (1.41, -2.08, 0.24)
C (0.17, -2.56, -0.31)
C (0.05, -3.82, -0.83)
C (1.56, -0.83, 0.79)
C (1.79, 0.37, 1.10)
H (3.24, -4.93, -0.32)
H (3.47, -2.67, 0.61)
H (-0.68, -1.89, -0.37)
H (-0.89, -4.15, -1.24)
C (0.71, -0.61, -3.42)
S (0.85, 0.59, -2.10)
C (0.47, 2.08, -3.02)
O (-0.44, 0.33, -1.31)
H (1.53, -0.45, -4.13)
H (-0.25, -0.52, -3.91)
H (0.81, -1.59, -2.96)
H (1.22, 2.21, -3.80)
H (0.52, 2.90, -2.30)
H (-0.53, 1.99, -3.45)

Let us look at the natural (NBO) charges, expressed in e, one per atom: Fe 1.3613; N -0.9088; C -0.3188; C 0.6805; O -0.5631; N -0.4825; C -0.3051; C 0.7316; O -0.8002; O -0.7280; H 0.3934; H 0.4043; H 0.2424; H 0.2277; H 0.2230; H 0.2485; C -0.8489; Te 0.5373; C -0.8934; H 0.2272; H 0.2200; H 0.2592; H 0.2235; H 0.2283; H 0.2301; N -0.3565; C 0.2801; C -0.2591; C -0.1842; C -0.1509; C -0.2360; C -0.2668; C -0.1564; C -0.0879; C -0.1227; H 0.2223; H 0.2081; H 0.1981; H 0.2190; C -0.8086; S 1.3016; C -0.8166; O -1.0674; H 0.2398; H 0.2363; H 0.2676; H 0.2375; H 0.2790; H 0.2341

***

Entry from the OMol25 dataset: C17H22FeNOS5 as an isolated structure (ωB97M-V/def2-TZVPD).

The value obtained for the HOMO energy (spin up / spin down) is -3.58 / -3.65 eV. As for the spin multiplicity: 5. The lowest unoccupied orbital energy (spin up / spin down) is 2.607 / 2.528 eV. The total energy is -110092.1381 eV. The energy above the lowest of the compared OMol25 structures with the same formula, charge and spin is 0.0 kJ/mol. As for the total charge: -1.

Positions of all 47 atoms, in Å:
Fe (-0.74, 0.55, -0.41)
S (-1.43, 2.76, -0.26)
S (-0.65, 3.84, -1.86)
S (0.04, 2.53, -3.34)
S (0.21, 0.62, -2.53)
C (1.00, 1.91, 2.91)
C (2.25, 1.42, 2.17)
C (2.40, 2.10, 0.81)
C (2.35, -0.09, 2.10)
C (3.42, -0.72, 2.73)
C (3.58, -2.10, 2.71)
C (2.64, -2.85, 2.02)
C (1.56, -2.27, 1.36)
C (0.57, -3.17, 0.65)
C (-0.78, -3.19, 1.36)
C (0.42, -2.89, -0.84)
C (1.40, -0.87, 1.42)
O (0.35, -0.30, 0.87)
H (1.04, 2.99, 3.06)
H (0.91, 1.42, 3.88)
H (0.10, 1.69, 2.33)
H (3.11, 1.74, 2.78)
H (1.56, 1.87, 0.14)
H (3.32, 1.77, 0.32)
H (2.44, 3.18, 0.92)
H (4.14, -0.10, 3.26)
H (4.41, -2.57, 3.21)
H (2.75, -3.93, 1.97)
H (0.99, -4.18, 0.73)
H (-1.26, -2.21, 1.29)
H (-0.66, -3.43, 2.42)
H (-1.45, -3.92, 0.91)
H (-0.08, -1.94, -1.02)
H (-0.18, -3.67, -1.31)
H (1.39, -2.85, -1.33)
S (-2.94, -0.62, -0.69)
C (-3.30, 0.50, -1.95)
N (-2.77, 0.32, -3.18)
C (-2.88, 1.19, -4.22)
C (-3.61, 2.33, -4.07)
C (-4.20, 2.57, -2.82)
C (-4.05, 1.68, -1.78)
H (-2.12, -0.45, -3.26)
H (-2.33, 0.92, -5.11)
H (-3.69, 3.03, -4.88)
H (-4.76, 3.48, -2.66)
H (-4.45, 1.88, -0.80)

Let us look at the natural (NBO) charges, expressed in e, one per atom: Fe 1.2197; S -0.5866; S -0.1021; S -0.1168; S -0.6151; C -0.5959; C -0.2261; C -0.5907; C -0.0952; C -0.1988; C -0.2790; C -0.2002; C -0.1046; C -0.2250; C -0.5969; C -0.5899; C 0.4228; O -0.9430; H 0.1951; H 0.1952; H 0.2201; H 0.1829; H 0.2095; H 0.2009; H 0.1982; H 0.1904; H 0.1947; H 0.1892; H 0.1850; H 0.2151; H 0.2007; H 0.1930; H 0.2023; H 0.1919; H 0.2077; S -0.3575; C 0.1182; N -0.4970; C 0.0632; C -0.2667; C -0.1403; C -0.2391; H 0.4558; H 0.2259; H 0.2255; H 0.2184; H 0.2451

***

Q: total energy of number 1 (C17H22ClN3OS)?
A: -47860.9609 eV

***

Q: Among the records above, which one has the lowest total charge?
A: C17H22FeNOS5